{
  "formula": "C26H54CaCl3N5O4PSi",
  "method": "wB97M-V/def2-TZVPD",
  "relative_energy_kcal_mol": 80.3,
  "total_energy_ha": -4287.1448,
  "homo_energy_ev": -4.4,
  "orbital_gap_ev": 6.78,
  "e_lumo_ev": 2.347,
  "total_charge": -1,
  "elements": ["C", "C", "H", "H", "H", "C", "C", "H", "H", "H", "H", "Ca", "Cl", "Cl", "H", "H", "C", "C", "N", "H", "C", "O", "H", "H", "H", "H", "H", "H", "C", "C", "N", "H", "C", "O", "H", "H", "H", "H", "O", "C", "C", "C", "H", "C", "H", "C", "H", "C", "C", "H", "H", "H", "Si", "Cl", "C", "C", "C", "H", "H", "H", "H", "H", "H", "H", "H", "H", "C", "N", "C", "P", "O", "N", "C", "C", "N", "C", "C", "H", "H", "H", "H", "H", "H", "H", "H", "H", "H", "H", "H", "H", "H", "H", "H", "H", "H"],
  "positions_angstrom": [[2.486, -4.320, -3.980], [2.202, -2.881, -3.793], [3.514, -4.426, -4.329], [1.817, -4.854, -4.693], [2.391, -4.854, -3.024], [1.848, -1.956, -4.730], [2.129, -1.871, -6.166], [1.320, -1.102, -4.392], [1.413, -2.465, -6.734], [3.137, -2.198, -6.390], [2.021, -0.810, -6.485], [-0.925, -0.175, 1.630], [-0.253, -1.910, 3.686], [-2.397, -1.591, -0.534], [-5.111, 0.362, 5.720], [-3.384, -2.013, 6.765], [-5.205, -0.443, 4.958], [-3.748, -2.328, 5.766], [-3.916, -1.161, 4.908], [-5.421, 0.000, 3.968], [-2.916, -0.831, 4.102], [-2.962, -0.270, 2.993], [-2.989, -3.005, 5.314], [-1.907, -1.089, 4.506], [-5.933, -1.213, 5.270], [-4.738, -2.813, 5.842], [-2.064, -0.488, -3.610], [-0.135, 0.778, -4.417], [-2.468, 0.346, -3.016], [-0.645, 1.649, -3.960], [-1.338, 1.203, -2.735], [-2.893, -0.026, -2.070], [-1.060, 1.742, -1.524], [-1.559, 1.374, -0.454], [0.081, 2.457, -3.740], [-0.351, 2.591, -1.562], [-3.208, 0.891, -3.625], [-1.392, 2.010, -4.683], [0.234, -2.633, -2.678], [1.645, -2.500, -2.404], [1.483, 0.023, -2.394], [2.221, -1.124, -2.151], [0.442, -0.142, -2.646], [2.081, 1.288, -2.395], [1.951, -3.119, -1.540], [3.608, -0.970, -1.967], [1.572, 2.182, -2.798], [3.407, 1.433, -1.974], [4.193, 0.295, -1.781], [4.244, -1.869, -1.995], [3.823, 2.430, -1.837], [5.256, 0.385, -1.532], [-0.913, -3.713, -2.179], [1.444, -0.757, 1.094], [-2.462, -3.191, -3.119], [-0.997, -3.941, -0.216], [-0.218, -5.452, -2.305], [-2.765, -2.133, -3.070], [-3.245, -3.790, -2.636], [-2.338, -3.480, -4.178], [-0.206, -5.891, -3.308], [-0.821, -6.075, -1.684], [0.784, -5.470, -1.867], [-0.608, -3.127, 0.437], [-0.405, -4.849, 0.014], [-2.051, -4.185, -0.013], [-1.831, 3.598, 2.121], [-0.435, 4.027, 1.996], [-0.180, 4.795, 0.773], [0.691, 2.821, 2.321], [0.483, 1.631, 1.457], [2.226, 3.405, 2.160], [3.268, 2.569, 1.547], [2.707, 4.621, 2.799], [0.232, 2.390, 3.871], [-0.043, 3.465, 4.820], [0.938, 1.243, 4.466], [-2.430, 4.508, 2.225], [-1.984, 2.960, 3.004], [-2.153, 3.056, 1.218], [-0.702, 5.761, 0.899], [0.912, 4.958, 0.644], [-0.601, 4.263, -0.107], [2.800, 1.732, 1.009], [3.853, 3.202, 0.860], [3.942, 2.168, 2.327], [1.964, 5.431, 2.802], [3.051, 4.451, 3.832], [3.580, 4.971, 2.233], [-0.828, 3.119, 5.493], [0.845, 3.691, 5.417], [-0.394, 4.361, 4.300], [0.957, 0.396, 3.759], [1.968, 1.536, 4.743], [0.364, 0.933, 5.354]]
}

{
  "formula": "C26H54Cl3N5O4PSiZn",
  "method": "wB97M-V/def2-TZVPD",
  "total_energy_ha": -5388.8811,
  "homo_energy_ev": -5.8,
  "orbital_gap_ev": 8.34,
  "e_lumo_ev": 2.533,
  "total_charge": -1,
  "elements": ["C", "C", "H", "H", "H", "C", "C", "H", "H", "H", "H", "Zn", "Cl", "Cl", "C", "O", "N", "C", "C", "H", "H", "H", "H", "H", "H", "H", "H", "H", "C", "C", "N", "H", "C", "O", "H", "H", "H", "H", "O", "C", "C", "C", "H", "C", "H", "C", "H", "C", "C", "H", "H", "H", "Si", "Cl", "C", "C", "C", "H", "H", "H", "H", "H", "H", "H", "H", "H", "C", "N", "C", "P", "O", "N", "C", "C", "N", "C", "C", "H", "H", "H", "H", "H", "H", "H", "H", "H", "H", "H", "H", "H", "H", "H", "H", "H", "H"],
  "positions_angstrom": [[-5.201, 1.789, -0.963], [-4.723, 2.663, -2.077], [-5.633, 2.430, -0.187], [-4.400, 1.174, -0.538], [-5.993, 1.118, -1.327], [-5.343, 3.823, -2.386], [-6.579, 4.358, -1.753], [-4.946, 4.460, -3.180], [-6.494, 4.426, -0.662], [-7.491, 3.796, -2.004], [-6.708, 5.375, -2.146], [-1.680, -1.943, -0.812], [-0.812, -4.021, -0.651], [-3.037, -1.298, -2.432], [1.406, -1.616, -1.681], [0.917, -1.321, -0.588], [2.459, -0.984, -2.282], [3.032, 0.281, -1.787], [2.817, -1.305, -3.656], [0.992, -2.464, -2.287], [3.421, 0.181, -0.760], [2.332, 1.133, -1.851], [3.878, 0.497, -2.452], [2.685, -2.379, -3.795], [3.859, -1.015, -3.801], [2.195, -0.753, -4.374], [-2.096, 0.009, 4.972], [-1.629, 1.203, 2.432], [-1.228, 0.654, 5.163], [-0.821, 1.694, 3.000], [-0.373, 0.766, 3.999], [-0.655, 0.250, 5.999], [0.680, -0.062, 3.761], [1.567, 0.154, 2.930], [-0.001, 1.951, 2.330], [0.670, -0.943, 4.436], [-1.601, 1.654, 5.401], [-1.268, 2.564, 3.499], [-2.465, 2.028, -1.836], [-3.475, 2.204, -2.819], [-2.663, 4.467, -3.659], [-3.055, 3.155, -3.944], [-2.749, 4.843, -2.641], [-2.242, 5.289, -4.700], [-3.680, 1.186, -3.205], [-3.038, 2.661, -5.245], [-1.878, 6.282, -4.452], [-2.348, 4.843, -6.015], [-2.750, 3.533, -6.296], [-3.304, 1.613, -5.376], [-2.138, 5.546, -6.824], [-2.858, 3.181, -7.318], [-0.825, 2.326, -1.836], [-2.014, -0.582, 1.097], [-0.389, 4.121, -1.478], [-0.098, 1.895, -3.525], [-0.206, 1.400, -0.388], [-0.543, 4.739, -2.373], [0.666, 4.211, -1.169], [-1.031, 4.475, -0.658], [-0.621, 1.781, 0.544], [0.879, 1.449, -0.362], [-0.480, 0.344, -0.416], [-0.547, 2.557, -4.296], [-0.339, 0.842, -3.765], [1.000, 2.048, -3.532], [1.751, -5.763, 2.000], [2.934, -4.878, 2.006], [3.512, -4.739, 0.661], [2.637, -3.410, 2.865], [1.444, -2.645, 2.437], [2.487, -3.958, 4.467], [1.231, -3.691, 5.176], [3.206, -5.153, 4.916], [4.136, -2.628, 2.879], [4.496, -1.794, 1.736], [4.664, -2.079, 4.127], [1.601, -6.201, 1.005], [0.826, -5.224, 2.267], [1.888, -6.578, 2.717], [2.910, -4.119, -0.031], [4.519, -4.332, 0.749], [3.610, -5.737, 0.218], [0.653, -4.615, 5.262], [1.450, -3.302, 6.174], [0.630, -2.968, 4.618], [2.491, -5.965, 5.084], [3.947, -5.462, 4.172], [3.718, -4.952, 5.865], [3.899, -0.874, 1.703], [5.553, -1.518, 1.832], [4.378, -2.321, 0.788], [4.109, -1.181, 4.444], [4.598, -2.843, 4.905], [5.714, -1.804, 3.957]]
}

{
  "formula": "C26H54IrO2P4",
  "method": "wB97M-V/def2-TZVPD",
  "multiplicity": 6,
  "relative_energy_kcal_mol": 2.2,
  "total_energy_ha": -2641.6095,
  "homo_energy_ev": [-17.1, -20.6],
  "s_squared": 8.78,
  "orbital_gap_ev": [5.19, 5.74],
  "e_lumo_ev": [-11.946, -14.890],
  "total_charge": 4,
  "elements": ["P", "C", "H", "H", "H", "C", "H", "H", "H", "C", "H", "H", "H", "P", "C", "H", "H", "H", "C", "H", "H", "H", "C", "H", "H", "H", "P", "C", "H", "H", "H", "C", "H", "H", "H", "C", "H", "H", "H", "Ir", "C", "O", "C", "O", "C", "C", "C", "C", "C", "C", "H", "H", "H", "H", "H", "H", "C", "C", "C", "P", "C", "C", "C", "C", "C", "C", "H", "H", "H", "H", "H", "H", "H", "H", "H", "H", "H", "H", "H", "H", "H", "H", "H", "H", "H", "H", "H"],
  "positions_angstrom": [[2.668, 0.193, -1.360], [3.244, -0.010, 0.332], [4.264, -0.413, 0.318], [2.574, -0.724, 0.836], [3.204, 0.957, 0.846], [2.875, -1.450, -2.128], [3.062, -1.389, -3.215], [1.990, -2.095, -1.960], [3.750, -1.932, -1.651], [3.676, 1.455, -2.179], [4.695, 1.057, -2.322], [3.709, 2.336, -1.518], [3.262, 1.749, -3.157], [-0.966, 3.476, -2.081], [-0.979, 4.269, -0.438], [-1.309, 5.309, -0.610], [0.024, 4.266, 0.015], [-1.699, 3.755, 0.211], [0.195, 4.608, -2.910], [0.183, 4.503, -4.003], [1.222, 4.433, -2.555], [-0.088, 5.640, -2.641], [-2.654, 3.844, -2.636], [-2.699, 4.872, -3.021], [-3.315, 3.784, -1.761], [-3.022, 3.142, -3.401], [-2.351, -1.657, -1.013], [-3.155, -2.129, 0.555], [-3.949, -2.853, 0.309], [-3.599, -1.234, 1.026], [-2.438, -2.600, 1.249], [-3.768, -1.443, -2.131], [-4.437, -2.292, -1.948], [-3.461, -1.424, -3.182], [-4.282, -0.503, -1.883], [-1.398, -3.101, -1.592], [-2.114, -3.849, -1.940], [-0.816, -3.514, -0.763], [-0.725, -2.824, -2.407], [-0.408, 1.021, -2.524], [0.878, 1.144, -1.027], [0.961, 1.786, 0.010], [-1.596, 0.627, -1.063], [-2.198, 1.054, -0.125], [-1.659, 0.743, -4.306], [-1.070, -0.493, -3.984], [0.316, -0.655, -4.147], [1.131, 0.451, -4.337], [0.568, 1.710, -4.510], [-0.828, 1.823, -4.643], [-2.749, 0.880, -4.289], [-1.695, -1.337, -3.705], [0.757, -1.636, -4.055], [2.209, 0.359, -4.395], [1.182, 2.599, -4.607], [-1.261, 2.776, -4.909], [1.200, -3.210, 1.491], [0.279, -2.634, 2.582], [0.338, -3.446, 3.866], [0.527, -0.790, 2.703], [-1.097, -0.067, 3.208], [-1.888, -0.851, 4.254], [-0.936, 1.416, 3.586], [1.766, -0.455, 4.094], [1.250, -0.664, 5.515], [3.109, -1.158, 3.829], [2.267, -3.233, 1.766], [1.125, -2.647, 0.550], [0.899, -4.247, 1.289], [-0.760, -2.705, 2.219], [1.338, -3.449, 4.306], [-0.394, -3.113, 4.606], [0.081, -4.488, 3.636], [-1.684, -0.078, 2.275], [-1.373, -0.934, 5.220], [-2.834, -0.326, 4.457], [-2.146, -1.860, 3.914], [-1.911, 1.852, 3.860], [-0.550, 1.972, 2.721], [-0.246, 1.536, 4.432], [1.931, 0.628, 3.928], [0.903, -1.686, 5.704], [2.077, -0.486, 6.216], [0.446, 0.032, 5.775], [3.533, -0.845, 2.864], [3.820, -0.875, 4.618], [3.018, -2.252, 3.842]]
}

{
  "formula": "C26H54N8O3P2",
  "method": "wB97M-V/def2-TZVPD",
  "total_energy_ha": -2369.2396,
  "smiles": "CC(C)[C@@H](C)COc1cnc2ccccc2n1.CN(C)P(=O)(N(C)C)N(C)C.CN(C)P(=O)(N(C)C)N(C)C",
  "homo_energy_ev": -7.8,
  "orbital_gap_ev": 6.88,
  "e_lumo_ev": -0.898,
  "elements": ["C", "C", "C", "C", "C", "C", "O", "C", "C", "N", "C", "C", "C", "C", "C", "C", "N", "H", "H", "H", "H", "H", "H", "H", "H", "H", "H", "H", "H", "H", "H", "H", "H", "H", "H", "C", "N", "C", "P", "O", "N", "C", "C", "N", "C", "C", "H", "H", "H", "H", "H", "H", "H", "H", "H", "H", "H", "H", "H", "H", "H", "H", "H", "H", "C", "N", "C", "P", "O", "N", "C", "C", "N", "C", "C", "H", "H", "H", "H", "H", "H", "H", "H", "H", "H", "H", "H", "H", "H", "H", "H", "H", "H"],
  "positions_angstrom": [[1.396, -1.587, 0.947], [1.290, -0.013, 0.720], [1.615, 0.290, -0.797], [-0.064, 0.625, 1.262], [0.275, 1.337, 2.646], [-0.815, 1.556, 0.235], [-1.870, 2.372, 0.857], [-2.987, 1.509, 0.927], [-3.222, 0.810, 2.234], [-4.234, -0.071, 2.456], [-5.017, -0.245, 1.315], [-6.156, -1.229, 1.403], [-7.064, -1.506, 0.298], [-6.845, -0.758, -0.996], [-5.728, 0.196, -1.105], [-4.791, 0.481, 0.048], [-3.758, 1.392, -0.182], [0.652, -1.973, 1.696], [1.193, -2.118, -0.028], [2.423, -1.889, 1.296], [2.129, 0.441, 1.332], [0.920, -0.241, -1.509], [1.672, 1.388, -1.048], [2.649, -0.127, -1.015], [-0.754, -0.242, 1.519], [1.063, 2.129, 2.486], [-0.608, 1.846, 3.118], [0.699, 0.567, 3.347], [-1.291, 0.872, -0.535], [-0.130, 2.280, -0.283], [-2.526, 1.021, 3.088], [-6.306, -1.782, 2.371], [-7.900, -2.241, 0.414], [-7.553, -0.948, -1.837], [-5.552, 0.739, -2.075], [-0.668, 6.043, -1.412], [0.052, 5.838, -0.172], [-0.859, 5.336, 0.859], [1.470, 6.620, 0.420], [2.084, 5.304, 0.908], [2.691, 6.818, -0.824], [2.482, 6.432, -2.214], [4.010, 6.272, -0.460], [0.834, 8.198, 0.004], [-0.227, 8.695, 0.878], [0.964, 8.983, -1.203], [-1.323, 6.925, -1.384], [-1.303, 5.179, -1.629], [-0.025, 6.122, -2.280], [-1.379, 6.161, 1.363], [-0.308, 4.777, 1.617], [-1.609, 4.657, 0.457], [2.239, 5.370, -2.321], [3.381, 6.640, -2.806], [1.715, 7.026, -2.708], [4.053, 5.184, -0.584], [4.261, 6.517, 0.573], [4.792, 6.717, -1.085], [-1.218, 8.421, 0.498], [-0.192, 9.782, 0.983], [-0.122, 8.284, 1.884], [0.369, 8.580, -2.026], [2.003, 9.090, -1.514], [0.614, 10.010, -1.048], [0.835, -6.795, 1.669], [0.622, -6.050, 0.445], [-0.614, -5.272, 0.550], [1.134, -6.385, -1.159], [1.561, -4.927, -1.379], [2.793, -6.951, -1.221], [3.598, -7.192, -0.030], [3.657, -6.175, -2.128], [0.602, -8.050, -1.043], [-0.844, -8.250, -1.096], [1.306, -9.241, -0.625], [0.152, -7.650, 1.773], [0.674, -6.150, 2.539], [1.850, -7.151, 1.790], [-1.486, -5.881, 0.281], [-0.589, -4.408, -0.117], [-0.778, -4.879, 1.555], [3.701, -6.297, 0.592], [4.601, -7.533, -0.312], [3.219, -8.010, 0.580], [3.990, -5.234, -1.673], [3.139, -5.949, -3.061], [4.545, -6.756, -2.398], [-1.285, -8.254, -0.092], [-1.108, -9.191, -1.585], [-1.322, -7.456, -1.675], [1.470, -9.270, 0.455], [2.255, -9.363, -1.147], [0.737, -10.145, -0.871]]
}

{
  "formula": "C26H55BrFGaN2O2P",
  "method": "wB97M-V/def2-TZVPD",
  "multiplicity": 3,
  "total_energy_ha": -6223.4090,
  "homo_energy_ev": [-4.0, -4.0],
  "s_squared": 2.01,
  "orbital_gap_ev": [5.85, 4.78],
  "e_lumo_ev": [1.814, 0.746],
  "total_charge": -1,
  "elements": ["C", "C", "C", "Br", "Ga", "C", "C", "F", "P", "C", "C", "C", "H", "H", "H", "H", "H", "H", "H", "H", "H", "H", "H", "H", "H", "H", "H", "H", "H", "H", "H", "C", "C", "C", "C", "C", "C", "N", "O", "C", "C", "C", "H", "H", "H", "H", "H", "H", "H", "H", "H", "H", "H", "H", "H", "H", "H", "H", "H", "H", "C", "C", "C", "C", "C", "C", "N", "O", "C", "C", "C", "H", "H", "H", "H", "H", "H", "H", "H", "H", "H", "H", "H", "H", "H", "H", "H", "H", "H"],
  "positions_angstrom": [[-3.254, 2.203, 7.907], [-3.730, 2.610, 6.391], [-4.596, 1.463, 5.602], [-4.282, 1.788, 3.613], [-4.079, -0.489, 6.038], [-2.685, -1.158, 4.604], [-1.687, -2.229, 5.410], [-0.476, -2.582, 4.612], [-5.880, -1.966, 6.258], [-6.362, -1.872, 8.129], [-7.419, -1.417, 5.270], [-8.238, -0.139, 5.935], [-4.074, 1.513, 8.413], [-3.008, 3.118, 8.608], [-2.278, 1.531, 7.828], [-4.346, 3.626, 6.499], [-2.738, 2.916, 5.804], [-5.739, 1.724, 5.765], [-3.264, -0.550, 7.449], [-1.977, -0.244, 4.313], [-3.197, -1.634, 3.663], [-1.312, -1.811, 6.442], [-2.294, -3.231, 5.592], [-5.457, -1.335, 8.681], [-7.317, -1.225, 8.337], [-6.489, -2.923, 8.630], [-8.183, -2.332, 5.306], [-7.234, -1.203, 4.132], [-7.513, 0.648, 6.432], [-8.881, 0.360, 5.086], [-8.966, -0.496, 6.809], [1.528, -0.137, -1.912], [0.163, 0.469, -1.473], [0.402, 1.675, -0.525], [0.839, 1.270, 0.881], [-0.117, 0.244, 1.479], [-0.344, -0.987, 0.563], [-0.683, -0.604, -0.848], [-2.016, -0.151, -0.857], [0.920, -1.887, 0.579], [-1.436, -1.896, 1.217], [-0.442, 1.016, -2.808], [1.424, -1.189, -2.200], [1.942, 0.381, -2.787], [2.297, -0.059, -1.142], [-0.520, 2.268, -0.438], [1.155, 2.348, -0.951], [1.861, 0.876, 0.865], [0.867, 2.159, 1.523], [0.271, -0.077, 2.455], [-1.075, 0.741, 1.684], [0.822, -2.717, -0.130], [1.075, -2.327, 1.572], [1.843, -1.355, 0.356], [-2.381, -1.366, 1.386], [-1.110, -2.257, 2.199], [-1.643, -2.775, 0.594], [-0.627, 0.204, -3.521], [0.244, 1.726, -3.288], [-1.380, 1.562, -2.656], [5.605, -1.474, -5.359], [4.864, -0.123, -5.138], [3.390, -0.246, -5.608], [3.231, -0.251, -7.127], [3.943, 0.941, -7.758], [5.428, 1.064, -7.328], [5.610, 0.976, -5.841], [5.182, 2.199, -5.288], [6.265, -0.038, -8.031], [6.008, 2.387, -7.927], [4.863, 0.046, -3.583], [6.686, -1.327, -5.456], [5.464, -2.159, -4.513], [5.246, -2.020, -6.233], [2.800, 0.591, -5.207], [2.938, -1.158, -5.201], [3.611, -1.188, -7.548], [2.165, -0.215, -7.381], [3.870, 0.860, -8.851], [3.397, 1.854, -7.486], [7.303, -0.031, -7.676], [6.294, 0.124, -9.116], [5.867, -1.043, -7.903], [5.445, 3.275, -7.615], [5.971, 2.373, -9.022], [7.057, 2.526, -7.635], [5.885, 0.133, -3.193], [4.397, -0.820, -3.095], [4.292, 0.920, -3.251]]
}